The following is a quantum chemistry calculation of a cluster of 8 separate species, C55H69N8O6P in total at a distorted geometry, from OMol25.

Each line ends with the Mulliken charge.
Positions of all 139 atoms, in Å:
C: 4.810 -4.263 -0.082  -1.000
C: 3.360 -3.558 0.216  -0.136
O: 3.403 -2.395 1.117  -0.223
P: 3.719 -0.919 0.218  0.927
O: 4.717 -0.063 1.153  -0.812
C: 2.131 0.195 0.031  -0.451
C: 1.154 0.123 1.325  -1.223
C: -0.302 -0.676 1.078  1.303
C: -0.210 -1.853 -0.054  0.748
C: -1.118 -3.182 0.162  -0.391
C: -2.551 -3.213 -0.658  0.362
O: -3.612 -3.760 -0.024  -0.633
N: -2.788 -2.696 -2.058  -0.114
C: -4.146 -3.166 -2.563  0.016
C: -5.560 -2.373 -2.286  0.010
C: -7.006 -2.907 -2.903  -0.541
C: -6.990 -4.297 -3.791  -0.197
C: -5.602 -5.141 -4.077  -0.436
C: -4.200 -4.555 -3.439  -0.257
O: -0.521 -1.308 2.384  -0.371
C: -1.891 -1.286 2.863  -0.327
C: -1.342 0.558 0.710  -0.621
C: -2.694 0.109 -0.099  -1.148
O: -0.715 1.599 -0.177  -0.165
C: -1.225 2.928 0.230  -0.501
O: 4.398 -1.321 -1.334  -0.347
C: 5.347 -0.304 -1.815  -0.523
C: 4.609 1.003 -2.543  -0.621
H: 5.608 -3.992 0.742  0.257
H: 5.219 -4.076 -1.187  0.212
H: 4.661 -5.442 -0.011  0.339
H: 2.768 -3.283 -0.777  0.137
H: 2.690 -4.376 0.762  0.342
H: 2.566 1.306 -0.015  0.264
H: 1.632 0.008 -1.011  0.372
H: 1.755 -0.453 2.181  0.453
H: 0.962 1.209 1.783  0.165
H: 0.898 -2.247 -0.261  -1.025
H: -0.544 -1.363 -1.090  0.387
H: -0.500 -4.101 -0.289  0.388
H: -1.356 -3.491 1.262  0.131
H: -2.044 -3.008 -2.735  0.406
H: -5.596 -1.386 -1.633  0.235
H: -7.999 -2.307 -2.723  0.287
H: -8.007 -4.711 -4.233  0.196
H: -5.604 -6.142 -4.697  0.288
H: -3.185 -5.142 -3.609  0.167
H: -2.308 -0.234 3.197  0.230
H: -1.923 -1.955 3.852  0.049
H: -2.616 -1.851 2.105  0.096
H: -1.669 1.193 1.667  0.600
H: -3.347 1.100 -0.226  0.344
H: -3.383 -0.656 0.456  0.187
H: -2.396 -0.206 -1.196  0.170
H: -2.388 2.938 0.459  0.229
H: -0.711 3.305 1.238  0.224
H: -1.066 3.749 -0.621  0.199
H: 5.966 -0.822 -2.694  0.300
H: 6.145 0.042 -1.029  0.345
H: 4.128 1.748 -1.779  0.160
H: 3.895 0.631 -3.392  0.171
H: 5.497 1.604 -3.068  0.367
N: 0.136 5.461 2.352  -0.270
C: 1.078 6.412 2.169  -0.294
C: 1.421 7.351 3.129  -0.407
C: 0.756 7.317 4.350  -0.085
C: -0.221 6.350 4.567  -0.649
C: -0.492 5.452 3.548  -0.085
H: 1.566 6.399 1.199  0.363
H: 2.187 8.091 2.929  0.292
H: 0.997 8.038 5.126  0.382
H: -0.757 6.298 5.508  0.366
H: -1.243 4.676 3.670  0.351
N: -3.088 -1.638 6.732  -0.522
C: -3.511 -2.911 6.890  -0.210
C: -3.043 -3.761 7.880  -0.381
C: -2.080 -3.278 8.760  -0.204
C: -1.623 -1.971 8.621  -0.210
C: -2.154 -1.197 7.602  -0.210
H: -4.260 -3.242 6.177  0.353
H: -3.420 -4.774 7.963  0.366
H: -1.688 -3.915 9.548  0.367
H: -0.873 -1.566 9.290  0.294
H: -1.833 -0.170 7.455  0.366
N: -9.127 -5.825 -6.553  -0.449
C: -9.714 -7.000 -6.235  -0.113
C: -9.722 -8.108 -7.067  -0.439
C: -9.092 -8.007 -8.303  -0.151
C: -8.480 -6.810 -8.660  -0.384
C: -8.522 -5.758 -7.759  -0.215
H: -10.195 -7.027 -5.262  0.354
H: -10.207 -9.027 -6.759  0.344
H: -9.078 -8.855 -8.983  0.353
H: -7.981 -6.700 -9.616  0.349
H: -8.055 -4.805 -7.990  0.364
N: 2.629 1.907 -4.779  -0.211
C: 1.623 2.555 -4.152  -0.280
C: 0.457 2.961 -4.782  -0.672
C: 0.313 2.691 -6.138  -0.023
C: 1.332 2.026 -6.812  -0.689
C: 2.459 1.657 -6.096  -0.300
H: 1.784 2.747 -3.095  0.496
H: -0.319 3.477 -4.228  0.389
H: -0.586 2.994 -6.666  0.384
H: 1.251 1.801 -7.869  0.508
H: 3.281 1.132 -6.576  0.392
N: 4.011 6.698 4.695  -0.277
C: 3.589 5.425 4.854  -0.017
C: 4.057 4.576 5.844  -0.703
C: 5.020 5.058 6.724  -0.144
C: 5.476 6.365 6.585  -0.430
C: 4.946 7.139 5.566  -0.255
H: 2.840 5.094 4.141  0.393
H: 3.680 3.563 5.926  0.379
H: 5.411 4.421 7.512  0.366
H: 6.226 6.770 7.254  0.353
H: 5.267 8.166 5.418  0.351
N: 3.335 4.766 -9.631  -0.561
C: 4.277 5.717 -9.813  -0.223
C: 4.620 6.656 -8.854  -0.324
C: 3.955 6.623 -7.633  -0.373
C: 2.979 5.656 -7.415  -0.221
C: 2.708 4.757 -8.435  -0.152
H: 4.765 5.705 -10.783  0.367
H: 5.387 7.396 -9.054  0.355
H: 4.196 7.343 -6.856  0.361
H: 2.442 5.604 -6.475  0.372
H: 1.957 3.982 -8.312  0.394
N: 1.650 -2.093 7.888  -0.254
C: 2.613 -2.263 8.820  -0.154
C: 3.867 -2.785 8.547  -0.479
C: 4.152 -3.161 7.238  -0.241
C: 3.180 -2.999 6.256  -0.526
C: 1.957 -2.464 6.626  -0.379
H: 2.341 -1.958 9.827  0.338
H: 4.603 -2.897 9.334  0.356
H: 5.124 -3.575 6.985  0.360
H: 3.371 -3.282 5.227  0.415
H: 1.167 -2.315 5.895  0.567

Relative energy (zero: lowest compared OMol25 entry of this formula, charge and spin) ... 375.4 kcal/mol
Structure (SMILES) ... CCOP(=O)(CC[C@@](CCC(=O)Nc1ccccc1)(OC)[C@H](C)OC)OCC.c1ccncc1.c1ccncc1.c1ccncc1.c1ccncc1.c1ccncc1.c1ccncc1.c1ccncc1
Orbital gap ... 8.660 eV
Total charge ... 0

***

The following is a quantum chemistry calculation of a structure of composition C55H70AsAuP2Si, from OMol25.

Each line ends with the Mulliken charge.
Positions of all 130 atoms, in Å:
Au: 0.074 0.111 -0.278  0.959
C: 3.109 -1.140 1.606  -0.813
Si: 1.321 -0.643 1.732  0.758
C: 0.314 -2.149 2.241  1.304
C: 0.699 -2.781 3.427  -0.745
C: 0.103 -3.961 3.848  -1.111
C: -0.933 -4.510 3.106  -0.886
C: -1.342 -3.892 1.935  -0.513
C: -0.704 -2.736 1.479  0.166
P: -1.261 -2.049 -0.109  -0.868
C: -3.080 -2.306 -0.220  0.031
C: -3.609 -1.686 -1.526  -0.580
C: -5.102 -1.990 -1.680  -1.041
C: -5.889 -1.456 -0.484  -0.648
C: -5.340 -2.033 0.819  -1.468
C: -3.849 -1.720 0.965  -0.145
C: -0.583 -3.008 -1.543  0.857
C: -1.079 -4.458 -1.731  -1.253
C: -0.273 -5.523 -0.978  -0.365
C: 1.229 -5.366 -1.227  -1.302
C: 1.669 -3.972 -0.795  -0.372
C: 0.951 -2.928 -1.650  1.330
C: 1.186 0.881 2.819  0.678
C: 2.044 0.996 3.915  -0.268
C: 2.059 2.139 4.703  -1.044
C: 1.224 3.205 4.396  -0.926
C: 0.380 3.123 3.298  -0.359
C: 0.355 1.969 2.515  0.222
P: -0.862 1.878 1.178  -1.640
C: -0.953 3.488 0.332  0.363
C: 0.400 3.842 -0.317  0.307
C: 0.236 4.928 -1.403  -0.807
C: -1.029 5.752 -1.169  -0.862
C: -2.278 4.868 -1.306  -0.881
C: -2.046 3.449 -0.744  -0.678
C: -2.459 1.567 2.021  0.527
C: -2.306 0.403 3.018  0.774
C: -3.551 0.287 3.928  -1.282
C: -4.773 0.947 3.293  0.176
C: -4.532 2.452 3.104  -1.278
C: -3.063 2.778 2.738  -0.503
H: 3.483 -1.551 2.550  0.767
H: 3.724 -0.274 1.346  0.368
H: 3.226 -1.906 0.835  0.053
H: 1.483 -2.343 4.039  0.423
H: 0.443 -4.448 4.754  0.444
H: -1.424 -5.416 3.437  0.497
H: -2.157 -4.328 1.370  0.541
H: -3.239 -3.387 -0.248  0.873
H: -3.073 -2.070 -2.396  0.432
H: -3.459 -0.600 -1.490  0.098
H: -5.244 -3.073 -1.755  0.346
H: -5.468 -1.546 -2.606  0.452
H: -6.944 -1.710 -0.589  0.459
H: -5.817 -0.362 -0.462  0.287
H: -5.484 -3.118 0.824  0.499
H: -5.885 -1.627 1.673  0.438
H: -3.477 -2.119 1.911  0.795
H: -3.711 -0.638 0.972  -0.728
H: -0.998 -2.417 -2.365  0.637
H: -1.005 -4.667 -2.802  0.577
H: -2.137 -4.544 -1.473  0.245
H: -0.607 -6.506 -1.312  0.490
H: -0.461 -5.461 0.096  0.083
H: 1.436 -5.497 -2.295  0.368
H: 1.779 -6.130 -0.678  0.474
H: 2.750 -3.847 -0.901  0.319
H: 1.422 -3.830 0.262  -0.120
H: 1.224 -3.095 -2.694  0.953
H: 1.294 -1.927 -1.388  -2.250
H: 2.712 0.178 4.166  0.438
H: 2.726 2.201 5.555  0.456
H: 1.230 4.098 5.007  0.467
H: -0.264 3.963 3.065  0.468
H: -1.216 4.231 1.090  1.050
H: 0.826 2.943 -0.772  -0.904
H: 1.098 4.177 0.452  0.324
H: 0.171 4.461 -2.390  0.282
H: 1.113 5.573 -1.405  0.489
H: -1.082 6.568 -1.889  0.528
H: -0.990 6.211 -0.177  0.284
H: -2.555 4.789 -2.359  0.396
H: -3.116 5.338 -0.789  0.324
H: -1.719 2.771 -1.541  0.158
H: -2.983 3.053 -0.346  0.229
H: -3.138 1.272 1.214  0.577
H: -1.429 0.572 3.645  0.535
H: -2.128 -0.522 2.472  -1.192
H: -3.349 0.782 4.880  0.445
H: -3.749 -0.764 4.147  0.479
H: -5.649 0.793 3.925  0.520
H: -4.994 0.473 2.334  -0.330
H: -4.783 2.981 4.024  0.386
H: -5.197 2.830 2.326  0.427
H: -2.482 2.981 3.641  0.432
H: -3.045 3.676 2.119  0.248
C: 1.638 2.240 -6.011  -0.640
C: 0.648 2.146 -5.042  -0.817
C: 0.959 1.639 -3.786  -0.233
C: 2.257 1.239 -3.494  -0.143
C: 3.254 1.354 -4.461  -0.168
C: 2.942 1.859 -5.715  -0.722
As: 2.618 0.430 -1.774  1.852
C: 3.810 1.649 -0.865  -0.184
C: 3.346 2.337 0.250  0.754
C: 4.144 3.289 0.869  -0.632
C: 5.410 3.560 0.366  -0.961
C: 5.888 2.854 -0.732  -0.777
C: 5.099 1.887 -1.339  -0.347
C: 3.749 -1.058 -2.258  0.922
C: 4.763 -1.494 -1.409  -0.643
C: 5.452 -2.667 -1.690  -0.883
C: 5.128 -3.410 -2.818  -0.683
C: 4.131 -2.969 -3.678  -0.554
C: 3.433 -1.803 -3.393  -1.142
H: 1.393 2.602 -7.001  0.418
H: -0.364 2.456 -5.270  0.468
H: 0.183 1.550 -3.030  0.377
H: 4.270 1.051 -4.244  0.312
H: 3.717 1.944 -6.466  0.444
H: 2.361 2.118 0.644  -0.202
H: 3.783 3.816 1.745  0.560
H: 6.031 4.312 0.836  0.423
H: 6.878 3.058 -1.120  0.463
H: 5.493 1.319 -2.172  0.361
H: 5.020 -0.914 -0.532  0.404
H: 6.235 -3.006 -1.025  0.468
H: 5.655 -4.333 -3.026  0.424
H: 3.888 -3.538 -4.567  0.466
H: 2.648 -1.466 -4.059  0.465

Relative energy (zero: lowest compared OMol25 entry of this formula, charge and spin) ... 1.0 kcal/mol
2S+1 ... 3
Orbital gap (alpha / beta) ... 6.871 / 4.969 eV
Total charge ... +2